#i
The following is a quantum chemistry calculation of 2 unconnected molecules or ions with the total composition CH6BNO, from the Open Molecules 2025 dataset.

Positions of all 10 atoms, in Å:
O  1.593  1.192  -0.054
N  0.924  -1.202  0.278
C  -1.705  0.475  0.050
B  0.752  0.169  -0.061
H  0.133  -1.834  0.352
H  -1.981  -0.496  0.427
H  1.700  -1.786  -0.036
H  -1.978  1.387  0.576
H  -1.848  0.737  -1.099
H  2.410  1.357  -0.432

As for the multiplicity: 1.

***

#ii
The following is a quantum chemistry calculation of 3 unconnected molecules or ions with the total composition CH6BNO, from the Open Molecules 2025 dataset.

Positions of all 10 atoms, in Å:
O  -1.349  0.068  0.305
N  -2.561  -0.408  0.303
C  1.044  1.139  0.078
B  -0.193  0.293  0.175
H  0.626  -1.629  -0.566
H  2.000  0.707  -0.304
H  0.828  -2.288  -1.163
H  -2.521  -1.319  0.813
H  1.279  1.535  1.061
H  0.848  1.902  -0.703

As for the multiplicity: 1.

***

#i comes first in stability; the runner-up is 434.0 kJ/mol higher.

***

#i
The following is a quantum chemistry calculation of 8 unconnected molecules or ions with the total composition C26H74N10O8, from the Open Molecules 2025 dataset.

Positions of all 118 atoms, in Å:
O  4.415  3.809  -2.677
O  0.957  1.516  0.237
O  -1.998  1.742  -3.774
O  3.954  3.351  2.768
O  -4.424  2.145  0.686
O  -1.814  -5.683  0.199
O  -3.704  -1.574  6.627
O  2.171  -1.887  -4.672
N  0.378  -0.433  -0.808
N  2.782  2.496  -1.741
N  0.063  3.253  -5.164
N  -3.762  4.429  2.299
N  -2.590  0.834  7.393
N  3.912  4.030  -0.467
N  -1.134  -2.914  -0.065
N  4.580  -3.494  -7.037
N  1.432  2.107  3.275
N  -0.475  0.041  1.249
C  3.970  1.968  2.963
C  3.767  3.425  -1.709
C  2.549  -0.058  3.648
C  3.446  -2.667  -6.621
C  -1.325  0.145  5.440
C  -0.642  1.267  -3.815
C  1.853  -2.114  -3.329
C  -0.118  1.758  -5.168
C  3.320  -2.597  -5.100
C  2.175  -3.224  -7.269
C  -1.389  4.150  1.617
C  5.279  3.919  2.920
C  -2.528  1.516  -2.467
C  -1.399  -5.112  -1.032
C  -3.080  2.458  0.943
C  0.719  -4.488  0.111
C  -2.681  0.530  5.964
C  -2.859  3.945  1.256
C  0.352  0.437  0.229
C  2.696  1.470  3.675
C  -3.795  -0.480  5.701
C  -3.076  -6.303  0.217
C  -4.859  -2.356  6.745
C  -4.746  0.839  0.278
C  -0.409  -3.959  -0.787
C  1.288  1.212  -5.444
H  1.588  3.097  3.440
H  -1.415  -0.195  4.401
H  1.319  1.964  2.274
H  2.034  -3.168  -3.077
H  -2.387  2.259  0.127
H  -4.075  0.374  -0.455
H  -3.754  5.436  2.438
H  5.433  4.048  3.990
H  -2.236  -4.816  -1.671
H  1.982  -0.464  4.480
H  -1.874  1.663  -1.609
H  1.647  -3.913  0.058
H  1.820  -4.122  -6.754
H  -0.870  -0.587  6.102
H  -3.948  -5.777  -0.192
H  -5.158  -3.003  5.915
H  -4.691  0.167  1.143
H  -2.749  0.436  -2.489
H  2.200  -3.378  -8.345
H  4.761  -3.305  -8.019
H  -4.791  -0.059  5.873
H  -0.783  1.091  5.376
H  5.958  3.188  2.482
H  4.849  1.563  3.468
H  0.621  3.521  -5.965
H  -1.197  3.873  2.655
H  2.104  2.400  -0.994
H  5.413  4.839  2.358
H  0.665  -0.167  -1.731
H  -3.091  4.521  0.358
H  -1.796  1.385  7.692
H  -0.066  -1.340  -0.660
H  3.526  -0.544  3.551
H  -0.683  3.606  0.981
H  -1.125  5.193  1.428
H  2.105  -0.393  2.703
H  0.616  3.590  -4.380
H  1.017  -5.434  -0.351
H  -0.746  0.177  -3.828
H  1.353  -2.521  -7.078
H  1.309  0.115  -5.491
H  1.712  1.513  -6.403
H  -3.481  2.018  -2.311
H  1.952  1.547  -4.647
H  -5.740  -1.786  7.072
H  -0.777  -0.920  1.269
H  -3.378  4.147  3.202
H  -0.025  1.733  -3.042
H  4.167  -2.121  -4.602
H  3.615  -1.646  -6.974
H  4.287  -4.466  -7.121
H  -3.029  -7.230  -0.367
H  -3.721  -0.952  4.715
H  0.454  -4.612  1.157
H  -0.861  1.677  -5.958
H  4.210  4.987  -0.439
H  -1.537  -3.393  0.741
H  -3.042  1.443  5.482
H  3.299  -3.655  -4.799
H  -0.892  -5.909  -1.591
H  -2.494  -0.002  7.961
H  3.403  3.682  0.328
H  2.358  -1.542  -2.548
H  -1.952  -2.655  -0.618
H  -0.487  0.633  2.064
H  -2.741  1.904  1.827
H  2.817  1.838  -2.500
H  -4.624  -2.945  7.637
H  2.710  1.761  4.733
H  -5.745  0.909  -0.141
H  3.875  1.430  2.003
H  0.774  -2.037  -3.174
H  0.035  -3.624  -1.725
H  -3.277  -6.495  1.268

Its SMILES is COC[C@H](C)N.COC[C@H](C)N.COC[C@H](C)N.COC[C@H](C)N.COC[C@H](C)N.COC[C@H](C)N.NC(N)=O.NC(N)=O. As for the multiplicity: 1.

***

#ii
The following is a quantum chemistry calculation of 8 unconnected molecules or ions with the total composition C26H74N10O8, from the Open Molecules 2025 dataset.

Positions of all 118 atoms, in Å:
O  0.469  3.319  -4.207
O  -3.528  2.321  -3.346
O  -0.652  3.263  7.185
O  6.655  -2.178  -5.477
O  -4.932  -4.050  -2.534
O  4.515  0.436  5.738
O  -3.713  -3.375  1.955
O  0.446  0.354  -0.848
N  -3.601  1.985  -1.200
N  0.144  3.811  9.888
N  -5.038  0.180  2.469
N  -0.455  -0.653  2.603
N  4.074  2.566  5.694
N  1.199  1.813  -7.523
N  -1.603  1.884  -2.146
N  5.965  -3.605  -2.242
N  -2.631  -3.289  -4.298
N  2.823  1.320  4.597
C  7.057  -2.697  -4.197
C  -4.843  -1.267  2.795
C  0.511  -0.394  0.295
C  0.547  2.640  7.694
C  7.493  -2.497  -6.557
C  -4.233  -2.849  -2.470
C  5.892  -2.464  -3.107
C  -0.288  0.282  1.476
C  1.264  -0.133  -1.908
C  -0.371  1.052  -5.943
C  -6.237  -1.846  3.301
C  2.283  2.751  9.483
C  1.144  4.196  -3.297
C  1.098  3.406  8.936
C  1.185  3.164  -5.456
C  -2.781  -3.029  -2.869
C  -1.356  2.757  6.021
C  5.902  -1.143  -2.411
C  -6.157  -4.023  -3.272
C  -4.401  -2.095  1.533
C  -2.926  2.036  -2.305
C  0.199  1.694  1.901
C  0.360  2.311  -6.455
C  3.926  1.390  5.341
C  -1.976  -1.749  -2.498
C  -3.122  -4.190  0.939
H  -1.875  -1.586  -1.425
H  1.215  1.681  2.296
H  0.225  2.279  0.982
H  -0.422  2.146  2.674
H  1.965  1.249  -7.184
H  2.463  0.451  4.231
H  2.216  4.000  -3.328
H  6.975  -2.173  -7.459
H  4.883  2.692  6.285
H  -6.816  -3.375  -2.694
H  7.592  -3.576  -6.683
H  -0.430  1.260  -4.875
H  -2.509  -0.876  -2.875
H  0.634  1.134  -8.012
H  1.073  0.331  -2.876
H  3.507  3.359  5.429
H  2.342  -0.070  -1.764
H  1.281  2.617  6.889
H  2.976  3.420  9.994
H  2.882  2.375  8.654
H  -3.220  1.953  -0.265
H  4.936  -2.601  -3.612
H  6.830  -0.950  -1.872
H  -3.607  -1.606  0.970
H  -2.683  -3.545  0.178
H  1.356  4.176  -5.821
H  5.107  -1.215  -1.669
H  -5.896  0.287  1.947
H  0.149  0.142  -6.239
H  -6.193  -3.689  -4.309
H  1.060  -1.189  -2.083
H  -2.310  -4.739  1.417
H  -2.967  -4.235  -4.414
H  6.047  -4.441  -2.802
H  -4.105  -1.368  3.590
H  -2.395  3.075  6.111
H  -3.789  -4.894  0.442
H  7.187  -3.762  -4.391
H  6.780  -3.490  -1.657
H  2.360  2.210  4.479
H  -3.129  -2.745  -4.987
H  0.942  5.240  -3.535
H  -0.960  3.006  5.036
H  2.174  2.762  -5.235
H  -0.649  3.991  9.289
H  -1.312  -1.184  2.545
H  -0.311  3.085  -6.827
H  0.859  4.123  -2.248
H  0.130  -1.403  0.134
H  -0.147  3.093  10.536
H  -1.018  -1.697  -3.015
H  8.505  -2.130  -6.390
H  -1.217  1.592  -1.260
H  5.734  -0.340  -3.129
H  -5.331  0.544  3.364
H  -6.389  -5.088  -3.242
H  1.498  4.334  8.526
H  -0.535  -0.106  3.448
H  -1.329  1.197  -6.443
H  -2.450  -3.894  -2.295
H  -1.326  0.425  1.176
H  -1.021  2.306  -2.856
H  0.424  1.564  7.821
H  -7.061  -1.804  2.590
H  8.003  -2.261  -3.875
H  -4.592  -2.073  -3.146
H  -6.589  -1.262  4.152
H  -4.579  2.188  -1.348
H  2.058  1.927  10.160
H  -1.457  1.674  6.079
H  -4.393  -2.451  -1.468
H  1.578  -0.518  0.480
H  -5.113  -2.111  0.707
H  -6.125  -2.846  3.720

Its SMILES is COC[C@H](C)N.COC[C@H](C)N.COC[C@H](C)N.COC[C@H](C)N.COC[C@H](C)N.COC[C@H](C)N.NC(N)=O.NC(N)=O. As for the multiplicity: 1.

***

#iii
The following is a quantum chemistry calculation of 8 unconnected molecules or ions with the total composition C26H74N10O8, from the Open Molecules 2025 dataset.

Positions of all 118 atoms, in Å:
O  -1.389  -0.255  -0.120
O  -1.631  -0.417  -3.435
O  2.708  2.598  0.000
O  -4.514  -4.631  3.004
O  0.750  -3.627  -1.743
O  -2.198  4.044  -1.237
O  0.117  -0.150  3.178
O  2.596  1.193  -3.008
N  -3.500  -0.445  -2.158
N  -3.067  4.179  2.363
N  -3.655  -0.748  -4.421
N  0.267  0.222  -1.629
N  4.037  -1.777  -4.775
N  0.632  0.434  0.614
N  -3.351  -2.573  0.183
N  6.232  1.701  0.615
N  2.678  -5.010  -0.168
N  -1.293  2.969  4.526
C  1.786  -3.964  0.389
C  -2.377  3.473  0.041
C  -0.219  0.104  -0.385
C  1.834  -0.830  -5.143
C  4.831  1.427  0.273
C  3.298  0.005  -3.270
C  4.311  0.408  1.305
C  1.897  3.733  0.216
C  -0.640  0.599  4.099
C  0.439  -3.888  -0.395
C  -3.944  -1.690  2.326
C  -0.145  -1.539  3.355
C  -2.028  3.108  -2.280
C  -0.364  2.091  3.799
C  3.236  -0.536  -4.671
C  4.106  2.748  0.195
C  -2.848  -0.580  -3.333
C  1.021  2.482  4.333
C  -3.486  -2.937  1.618
C  -4.422  -4.122  1.684
C  3.061  2.341  -3.657
C  -2.843  4.590  0.954
C  2.449  -2.604  0.381
C  -0.334  -3.486  -2.638
C  -5.618  -5.484  3.210
C  -1.896  5.806  0.938
H  -3.224  -0.667  -5.323
H  -0.325  0.393  5.132
H  2.332  3.149  -3.570
H  -2.920  4.996  2.947
H  1.904  3.948  1.293
H  0.375  0.239  1.598
H  6.727  0.882  0.941
H  -2.985  2.664  -2.572
H  -0.634  -4.478  -2.999
H  -2.212  3.664  2.569
H  -0.076  -3.029  0.053
H  -1.382  2.298  -1.932
H  1.124  -0.010  -5.141
H  -4.614  -1.017  -4.323
H  1.511  0.889  0.430
H  1.264  3.522  4.110
H  3.100  2.241  -4.749
H  4.998  -1.560  -5.027
H  -6.455  -4.814  3.454
H  0.372  -2.174  2.645
H  4.850  -0.535  1.424
H  3.247  0.230  1.154
H  -5.873  -6.102  2.348
H  -1.009  5.601  1.554
H  1.490  -1.700  -4.570
H  4.450  3.320  -0.673
H  -2.636  -1.866  0.060
H  2.940  -0.787  -2.597
H  3.688  0.179  -5.372
H  -2.360  6.634  1.474
H  3.505  -2.669  0.655
H  1.059  2.298  5.407
H  -1.042  2.968  5.511
H  4.480  0.745  2.337
H  -3.134  -3.429  -0.314
H  1.216  0.515  -1.811
H  -1.228  -1.709  3.320
H  4.325  0.028  -2.872
H  -1.715  0.384  4.068
H  -1.540  3.552  -3.145
H  6.360  2.373  1.362
H  4.839  0.997  -0.731
H  -0.046  -2.954  -3.543
H  3.767  -2.302  -5.601
H  -2.475  -3.292  1.864
H  -0.071  -4.854  -0.329
H  -0.452  2.209  2.718
H  -4.167  -1.856  3.383
H  1.888  -1.317  -6.124
H  4.272  3.324  1.116
H  1.934  -1.938  1.071
H  -3.101  2.651  0.062
H  2.130  -5.859  -0.273
H  -4.845  -1.272  1.872
H  2.879  -4.715  -1.123
H  0.866  3.432  0.034
H  1.827  1.924  3.850
H  -1.446  3.007  0.400
H  -4.440  -0.774  -2.045
H  -4.216  -4.949  0.993
H  -5.505  -6.086  4.110
H  -3.192  -0.903  2.232
H  -1.499  5.989  -0.059
H  0.066  -1.852  4.385
H  1.668  -4.333  1.412
H  -2.236  2.586  4.574
H  2.492  -2.141  -0.607
H  -1.154  -2.939  -2.168
H  2.201  4.578  -0.405
H  -5.439  -3.779  1.431
H  -3.798  4.947  0.556
H  -0.340  -0.096  -2.394
H  4.038  2.684  -3.305
H  -2.921  -0.250  -1.344

Its SMILES is COC[C@H](C)N.COC[C@H](C)N.COC[C@H](C)N.COC[C@H](C)N.COC[C@H](C)N.COC[C@H](C)N.NC(N)=O.NC(N)=O. As for the multiplicity: 1.

***

#iii comes first in stability; the runner-up is 132.3 kJ/mol higher.

***

#i
The following is a quantum chemistry calculation of 2 unconnected molecules or ions with the total composition C5H9IN, from the Open Molecules 2025 dataset.

Positions of all 16 atoms, in Å:
I  -2.529  0.980  0.517
N  -1.283  -1.809  -0.391
C  -0.072  -1.550  -0.170
C  -2.411  -2.108  -0.654
C  0.500  1.563  -0.062
C  1.848  0.826  -0.073
C  -0.503  0.792  0.733
H  -0.119  0.462  1.642
H  2.637  1.561  -0.131
H  0.141  1.771  -1.091
H  0.513  2.505  0.455
H  1.890  0.360  0.846
H  2.034  0.105  -0.787
H  0.496  -0.980  -0.897
H  -3.382  -2.401  -0.701
H  0.240  -2.077  0.766

As for the multiplicity: 1. Its net charge is +1.

***

#ii
The following is a quantum chemistry calculation of a gas-phase ion, C5H9IN (charge +1), from the Open Molecules 2025 dataset.

Positions of all 16 atoms, in Å:
I  -1.387  -2.546  0.959
N  0.998  -0.846  -0.037
C  0.250  1.310  0.253
C  -0.544  -0.901  -0.002
C  -0.999  0.457  0.156
C  1.273  0.330  0.843
C  -1.198  -0.280  -1.182
H  -2.204  -0.476  -1.308
H  0.700  1.604  -0.730
H  -2.018  0.656  0.496
H  -0.701  0.087  -2.085
H  0.870  0.019  1.830
H  0.205  2.169  0.867
H  1.222  -0.624  -1.063
H  1.262  -1.753  0.329
H  2.273  0.794  0.674

Its SMILES is I[C@@]12C[C@@H]1CC[NH2+]2. As for the multiplicity: 1. Its net charge is +1.

***

#iii
The following is a quantum chemistry calculation of a gas-phase ion, C5H9IN (charge +1), from the Open Molecules 2025 dataset.

Positions of all 16 atoms, in Å:
I  -0.876  0.985  -3.517
N  -0.329  -0.973  -1.130
C  -0.818  -0.701  -2.239
C  0.928  -0.440  1.848
C  -0.837  1.079  0.788
C  0.220  0.128  0.688
C  0.809  -0.367  -0.616
H  -1.732  0.498  0.742
H  1.774  -1.038  -0.493
H  0.491  -0.217  2.824
H  1.049  -1.520  1.665
H  -0.998  1.634  -0.201
H  -1.134  1.843  1.546
H  1.096  0.463  -1.332
H  -1.637  -1.258  -2.477
H  1.995  -0.117  1.904

As for the multiplicity: 1. Its net charge is +1.

***

#ii comes first in stability; the runner-up is 179.3 kJ/mol higher.

***

#i
The following is a quantum chemistry calculation of 6 unconnected molecules or ions with the total composition C6H24O6, from the Open Molecules 2025 dataset.

Positions of all 36 atoms, in Å:
O  -0.469  -3.483  2.794
O  -2.681  2.548  0.790
O  -0.985  -1.253  -0.915
O  -0.584  3.053  -4.625
O  -0.099  -0.541  4.589
O  1.902  -1.650  -0.977
C  0.487  -0.215  3.347
C  0.667  2.632  -4.036
C  -0.887  0.160  -0.639
C  -2.685  3.224  -0.444
C  2.951  -1.674  -0.062
C  -0.249  -3.821  1.421
H  0.439  1.893  -3.267
H  1.221  3.493  -3.663
H  -1.784  0.707  -0.931
H  1.168  0.636  3.379
H  2.188  -1.778  -1.885
H  -2.624  4.311  -0.398
H  1.001  -1.001  2.795
H  -0.049  0.635  -1.148
H  3.181  -0.635  0.174
H  -1.116  -3.835  0.760
H  2.937  -2.240  0.869
H  -0.923  -0.993  4.391
H  -1.977  2.816  1.384
H  0.366  -4.719  1.369
H  -0.659  0.211  0.425
H  3.780  -2.076  -0.644
H  -0.798  3.897  -4.221
H  0.321  -2.965  1.060
H  -0.065  -1.526  -0.893
H  -1.763  2.921  -0.942
H  1.353  2.184  -4.755
H  0.051  -3.900  3.485
H  -0.233  0.130  2.605
H  -3.385  2.853  -1.193

Its SMILES is CO.CO.CO.CO.CO.CO. As for the multiplicity: 1.

***

#ii
The following is a quantum chemistry calculation of 6 unconnected molecules or ions with the total composition C6H24O6, from the Open Molecules 2025 dataset.

Positions of all 36 atoms, in Å:
O  -1.067  -0.649  -5.096
O  1.454  3.073  1.613
O  -1.096  -0.729  1.653
O  0.880  0.615  0.179
O  -0.823  -2.435  -3.070
O  0.258  -0.455  4.485
C  0.623  3.267  2.720
C  1.197  0.593  -1.209
C  -1.966  -2.135  -2.381
C  -0.590  -2.075  1.672
C  -0.891  0.418  -4.233
C  1.574  -0.413  4.027
H  -1.121  -2.723  2.369
H  -1.185  -0.339  -5.997
H  -1.810  0.970  -4.034
H  -1.931  -1.173  -1.869
H  1.276  1.348  0.655
H  2.265  0.694  -1.401
H  1.913  3.902  1.461
H  -0.071  4.087  2.543
H  -0.466  0.175  -3.259
H  -0.259  1.127  -4.766
H  -2.857  -2.098  -3.007
H  1.958  -1.432  3.977
H  0.399  -1.996  2.124
H  1.553  -0.030  3.007
H  2.186  0.127  4.750
H  0.893  -0.394  -1.558
H  1.140  3.296  3.679
H  0.712  1.405  -1.752
H  -0.227  -0.761  3.715
H  -0.454  -0.296  1.085
H  -0.765  -1.901  -3.865
H  -2.157  -2.888  -1.617
H  -0.551  -2.542  0.688
H  0.007  2.368  2.711

Its SMILES is CO.CO.CO.CO.CO.CO. As for the multiplicity: 1.

***

#ii comes first in stability; the runner-up is 119.7 kJ/mol higher.